# 1
Molecular formula: C36H42F21MgO19
Method: DFT, the ωB97M-V functional and the def2-TZVPD basis

```
119
Properties=species:S:1:pos:R:3:forces:R:3
Mg -7.929750 31.218378 -5.183900 0.7 -1.5 -0.9
F -5.770554 30.026361 -1.103699 -1.2 -0.1 0.3
F -10.838882 31.310391 -1.727448 0.3 0.0 0.3
F -11.426783 30.427196 -13.851737 -0.8 -0.9 -0.3
F -11.949646 30.379607 -3.272686 -1.0 -0.3 -0.6
F -3.847899 27.327703 -8.327760 0.7 -1.2 -0.2
F -5.227210 32.197591 -1.102195 -1.1 -1.3 -1.1
F -5.800130 25.339629 -7.799517 -0.1 0.1 -0.1
F -13.517673 24.761276 -3.857473 -1.0 1.1 -0.8
F -12.214752 26.056533 -2.949963 1.8 1.3 0.8
F -4.263486 29.339521 -8.553732 -0.3 2.7 1.3
F -14.788401 24.145900 -7.459649 2.0 -0.3 -0.6
F -9.362629 30.387130 -14.661266 -0.3 -1.2 -0.6
F -4.989710 25.955546 -5.880733 -0.6 -1.1 -0.2
F -6.570733 24.377990 -6.037273 1.5 0.3 -0.1
F -3.802210 30.699493 -1.396716 1.5 -0.7 0.0
F -13.465642 22.479228 -7.774084 0.4 -1.8 0.3
F -14.249728 26.572295 -2.901456 -2.6 1.0 1.7
F -11.485999 29.262003 -1.451944 -0.2 0.2 -0.3
F -4.964421 28.044947 -10.050813 0.2 -0.6 -0.3
F -12.693799 24.277717 -6.791079 -0.1 -0.8 1.4
F -10.483664 32.164698 -14.701943 -1.0 1.0 -1.0
O -14.158416 26.715526 -5.817433 2.4 1.0 2.0
O -10.958940 34.042825 -9.841188 3.5 -0.7 2.0
O -7.065280 32.482766 -6.358909 0.8 0.6 -0.8
O -9.568257 28.358892 -2.806223 -1.5 1.4 0.1
O -11.720677 25.077059 -8.789036 -3.6 -2.3 0.9
O -3.548118 23.883099 -7.827134 -2.2 0.0 3.1
O -9.724386 32.672901 -12.276434 0.4 -4.5 -1.8
O -4.092417 30.978266 -3.932085 -0.9 -0.5 4.0
O -1.570999 27.863533 -9.712230 -3.8 1.4 0.5
O -12.166122 27.700062 -5.155142 -1.7 -2.2 2.5
O -7.437621 29.612059 -6.114038 0.5 -1.5 -0.2
O -8.970745 30.377068 -3.673670 -3.2 -1.9 2.4
O -9.532794 31.840202 -6.027250 -1.0 -0.6 2.2
O -9.172586 30.452887 -11.953554 -0.9 -0.4 -3.1
O -6.350058 30.967639 -3.759992 1.9 0.2 2.0
O -2.618636 29.619184 -10.920792 -0.7 -5.7 4.7
O -8.163833 34.602738 -10.479347 -1.9 -1.9 3.7
O -13.536428 24.266791 -10.055182 1.0 -0.1 1.5
O -4.110091 23.119737 -5.659270 -1.8 1.8 -2.8
C -13.260874 26.949280 -5.000652 -1.5 -1.9 -1.8
C -4.047896 31.310715 -5.286681 0.6 0.0 -2.6
C -3.038759 22.221921 -5.617229 0.8 -2.0 -0.3
C -9.312622 32.580000 -7.001772 -0.2 0.9 -3.1
C -11.168848 25.668299 -9.922075 1.4 0.3 -0.9
C -11.053668 30.149493 -2.352162 0.8 0.5 0.7
C -0.413386 27.956867 -10.481641 1.0 -0.2 -1.6
C -4.257860 23.904248 -6.821690 1.9 -1.5 0.0
C -9.770948 29.655613 -3.032114 3.9 -0.1 -1.6
C -8.524294 30.609823 -10.716764 -1.6 0.9 1.5
C 0.708397 27.367027 -9.673855 0.6 -0.5 -0.4
C -13.460984 23.766468 -7.733235 -2.1 2.2 1.2
C -12.955089 24.343060 -9.000171 1.7 2.8 -3.1
C -2.677704 28.630976 -10.062138 3.1 3.7 -3.6
C -11.683373 27.973885 -6.423973 0.7 1.8 -1.7
C -8.528844 33.967649 -9.380840 0.9 2.8 -5.6
C -5.055364 30.951903 -1.683042 1.4 1.4 0.3
C -10.308812 31.078892 -14.005423 2.6 0.8 1.1
C -1.982335 22.891303 -4.871334 1.2 2.4 1.0
C -11.231685 29.434030 -6.296621 0.1 -0.5 -0.6
C -2.661663 30.888671 -5.861992 0.4 0.1 0.4
C -7.139158 28.710185 -7.183933 -0.8 1.9 1.7
C -3.945562 28.289859 -9.216074 -0.1 0.0 -1.5
C -11.325400 27.171545 -9.978509 0.0 0.8 -0.6
C -9.105850 26.062011 -3.437766 0.7 1.1 0.5
C -10.288015 33.064143 -7.872775 0.6 -1.3 2.7
C -7.075273 30.891861 -10.792172 1.2 -0.1 0.0
C -13.326368 26.114055 -3.634108 1.7 -1.8 -2.4
C -7.532667 33.502091 -8.568919 1.1 -2.4 4.4
C -8.247452 27.641513 -7.278052 1.8 0.7 -0.4
C -9.977456 33.705112 -9.047488 -4.0 1.9 -3.7
C -9.673192 31.485555 -12.681880 0.1 4.1 4.4
C -5.445144 24.894387 -6.605661 -0.2 0.5 -0.3
C -5.248510 30.942016 -3.215210 -0.8 1.0 -4.0
C -8.748290 27.555846 -3.657960 -0.2 -1.5 -1.0
C -7.837229 32.818488 -7.325967 0.0 2.0 -1.5
H -10.896122 27.276703 -6.710819 0.3 0.0 0.6
H -2.612293 21.926058 -6.575717 -0.6 0.2 -0.4
H -0.201469 28.953202 -10.869600 -0.2 0.2 0.5
H -2.428267 29.830762 -5.982252 -0.7 -0.3 0.2
H -9.149014 25.867182 -2.366187 -0.1 -0.3 0.0
H -10.672661 29.713586 -7.189623 -0.2 0.4 0.1
H -9.025149 27.700205 -4.702283 0.3 1.0 0.1
H -10.038239 25.781833 -3.927940 0.1 0.1 0.2
H -6.512390 33.733023 -8.837432 0.1 0.0 0.1
H -11.312871 32.870310 -7.592603 -0.2 0.1 -0.2
H -4.134942 32.392962 -5.382946 -0.1 0.1 0.1
H -8.711067 29.681780 -10.176445 0.3 -0.4 -0.3
H -8.279893 25.498335 -3.871557 -0.1 -0.2 0.0
H -10.584818 29.633964 -5.442397 0.2 -0.5 -0.2
H -10.664287 27.623327 -10.718046 0.1 -0.5 -0.6
H -11.508868 25.101026 -10.788491 -0.1 0.5 -0.3
H -2.388679 31.315718 -6.826982 -0.8 0.3 -0.1
H -12.317668 27.528101 -10.254897 -0.1 -0.1 0.4
H -6.661348 30.988181 -9.788429 -0.1 -0.2 0.2
H -7.694661 27.783733 -3.496630 -0.1 0.1 0.0
H -2.229514 23.083883 -3.827351 0.2 -0.6 0.2
H -3.371193 21.307069 -5.126686 -0.4 0.1 0.0
H -9.158371 31.302372 -10.163211 0.6 0.7 0.2
H -1.850159 31.250132 -5.230386 -0.2 0.2 0.4
H -2.045535 23.907286 -5.261065 0.5 0.3 -0.2
H -12.101748 30.065906 -6.118229 0.0 0.1 -0.4
H -0.937564 22.617597 -5.018475 -0.3 -0.6 0.1
H 0.418626 26.368172 -9.347652 -0.3 0.3 0.8
H -0.612731 27.359212 -11.371115 0.2 -0.2 -0.2
H -10.098578 25.485109 -9.826878 0.1 -0.2 0.0
H 1.071138 28.058405 -8.913258 -0.3 -0.4 0.4
H -12.416455 27.842825 -7.219914 -0.5 0.2 0.3
H -10.925069 27.719904 -9.125788 -0.5 -0.5 0.6
H -8.174404 27.027455 -6.380443 -0.5 0.1 0.2
H -6.615468 30.029500 -11.274871 0.3 0.0 0.0
H -7.957737 26.970642 -8.086813 -0.6 -0.1 -0.5
H -7.035724 29.360610 -8.052464 -0.4 -0.4 -0.8
H -9.164594 28.217826 -7.399744 -0.1 -0.7 0.0
H -6.152683 28.253169 -7.105745 0.2 -0.4 0.5
H -4.888492 30.881385 -5.831825 0.0 -0.2 0.0
H 1.583169 27.091722 -10.262989 0.0 0.6 -0.5
H -6.716272 31.793866 -11.287748 -0.7 0.1 -0.3
```
Positions in Å, forces in eV/Å.

Properties
frontier orbital gap = 5.80 eV
energy above the lowest of the compared OMol25 structures with the same formula, charge and spin = 610.16 kJ/mol
charge = -1

Mulliken population analysis, charges in e, atoms 1 to 8:
1 Mg 2.13
2 F -0.20
3 F -0.26
4 F -0.24
5 F -0.19
6 F -0.26
7 F -0.27
8 F -0.24

# 2
Molecular formula: C36H42KN7O3PS
Method: DFT, the ωB97M-V functional and the def2-TZVPD basis

```
91
Properties=species:S:1:pos:R:3:forces:R:3
K -1.263032 -0.286794 0.386735 0.0 0.4 -0.5
S -0.334889 0.162109 3.838059 0.0 -0.3 -0.1
P -4.475576 -1.805015 1.101947 0.0 -0.1 0.0
O -1.702171 0.366403 4.300050 0.0 0.0 0.0
O -3.748774 -0.990343 0.087030 -0.2 -0.1 0.1
O 0.651649 0.046769 4.896465 0.0 0.1 0.0
N -1.370528 2.314400 -0.637260 -0.1 0.2 0.3
N -0.598382 -2.852094 0.747848 0.1 -0.1 0.1
N -0.107365 -0.260103 -4.267676 0.2 0.0 -0.1
N 0.176774 3.688388 -1.411606 0.1 -0.1 0.1
N 6.332319 5.726507 -3.383803 0.0 0.0 0.0
N -0.249854 -0.971141 2.736877 0.0 0.0 0.0
N -1.201319 -0.778878 -2.425021 0.0 -0.2 -0.2
C -3.877149 -1.608776 2.782166 0.0 0.0 0.0
C -0.297383 -2.296021 3.090512 0.1 0.1 0.0
C -0.702226 -5.111304 -0.011582 -0.1 0.0 -0.1
C 2.937694 -1.161514 -0.792828 -0.1 0.1 0.1
C 5.290884 5.372539 -3.049225 -0.2 -0.1 0.1
C -0.051011 -0.370294 -2.920397 0.0 -0.1 0.3
C 2.384277 3.173540 -2.258574 -0.1 0.2 0.0
C 4.428885 -1.284430 -0.459132 0.0 0.0 0.0
C 2.621864 -2.089762 -1.966931 0.0 0.0 0.0
C -0.721861 -3.718020 -0.226419 0.1 0.0 0.2
C -0.267949 -4.165534 4.672732 0.0 0.0 0.0
C -0.276774 2.821939 3.651800 0.1 0.0 -0.2
C -6.241298 -1.420077 1.153977 0.0 0.0 0.0
C 3.644570 3.584853 -2.642005 0.0 0.0 0.0
C 3.981973 4.937149 -2.625440 0.2 0.1 -0.1
C -0.490857 -4.664726 2.349374 0.1 0.0 -0.1
C 1.449877 4.113767 -1.827467 0.1 0.1 -0.1
C 2.479557 0.291076 -1.032012 0.4 -0.1 -0.1
C -0.902118 4.474624 -1.037466 0.1 -0.1 0.0
C -2.028107 -0.957114 -3.507695 -0.1 0.1 0.1
C 0.163190 4.057087 3.209679 0.0 0.0 0.0
C 0.986341 0.162199 -5.116981 0.0 0.1 0.0
C -4.392230 -3.578039 0.774909 0.0 0.0 0.0
C 3.048450 5.871572 -2.190634 0.0 0.1 0.0
C -0.159294 2.391005 -1.113140 -0.2 0.2 0.0
C -1.833733 3.608573 -0.562729 -0.1 0.0 -0.2
C 0.995642 4.140467 2.098721 0.0 0.1 0.0
C -1.373230 -0.633745 -4.659110 0.0 0.0 0.0
C 1.350219 2.991361 1.415574 0.0 0.0 0.0
C -0.454065 -3.282681 2.031022 -0.1 0.1 0.1
C -0.399494 -5.104328 3.688010 0.0 0.0 0.0
C -0.212919 -2.792436 4.390725 -0.1 0.0 -0.1
C 0.888651 1.746189 1.829216 0.0 0.0 0.1
C -0.604822 -5.569428 1.268201 0.0 0.0 0.1
C 1.792465 5.462399 -1.782672 0.0 0.0 0.0
C 0.101586 1.666300 2.967732 0.0 -0.2 0.1
H 2.148919 2.118209 -2.230188 -0.1 -0.1 0.0
H 2.985559 -3.106138 -1.782504 0.0 0.0 0.0
H 0.741173 -0.057375 -6.154057 0.0 0.0 0.0
H -6.667135 -1.588348 0.164622 0.0 0.0 0.0
H 4.679223 -0.670148 0.408174 0.0 0.0 0.0
H -0.085657 -2.094225 5.203710 0.0 0.0 0.0
H 3.109607 -1.723892 -2.880491 0.0 0.0 0.0
H -0.193632 -4.480762 5.707485 0.0 0.0 0.0
H 1.550259 -2.152414 -2.158826 0.0 -0.1 0.0
H 1.168136 1.234218 -5.021803 0.0 0.0 0.0
H -0.905527 2.728365 4.526753 0.0 0.0 0.0
H -0.779335 -5.791218 -0.850295 0.0 0.0 0.0
H -1.675057 -0.638914 -5.692495 0.0 0.0 0.0
H 1.165154 0.890055 1.224454 0.1 -0.2 0.3
H -0.426680 -6.164849 3.907552 0.0 0.0 0.0
H 0.848288 -0.186436 -2.291221 -0.2 0.3 -0.3
H -0.127839 4.955614 3.740166 0.0 0.0 0.0
H 1.366312 5.104061 1.767684 0.0 0.0 0.0
H 3.118130 0.689075 -1.860732 0.0 -0.4 0.0
H -2.848391 -1.969393 2.839332 0.0 0.0 0.0
H -6.764113 -2.032833 1.888920 0.0 0.0 0.0
H -0.606406 -6.633327 1.480620 0.0 0.0 0.0
H 2.866775 0.874578 -0.173261 -0.1 0.0 0.0
H 5.028979 -0.925856 -1.303170 0.0 0.0 0.0
H -4.487839 -2.172055 3.489601 0.0 0.0 0.0
H -6.356777 -0.366806 1.410484 0.0 0.0 0.0
H -0.832462 -3.302965 -1.224583 0.0 0.0 0.0
H 3.316067 6.919388 -2.160235 0.0 0.0 0.0
H -5.045469 -4.139677 1.443915 0.0 0.0 0.0
H -0.913617 5.541801 -1.161532 0.0 0.0 0.0
H -4.679507 -3.758678 -0.261145 0.0 0.0 0.0
H 1.999702 3.035481 0.549926 0.0 0.0 0.0
H -2.816120 3.836443 -0.184155 0.0 0.0 0.0
H 1.083543 6.191180 -1.416269 0.0 0.0 0.0
H -3.865938 -0.555338 3.063160 0.0 0.0 0.0
H 1.895064 -0.373378 -4.845150 0.0 0.0 0.0
H 4.379752 2.851780 -2.945855 0.0 0.0 0.0
H 2.381319 -1.551498 0.072340 0.0 0.0 0.0
H -3.360726 -3.907729 0.915489 0.0 0.0 0.0
H 4.727070 -2.319158 -0.245008 0.0 0.0 0.0
H 0.557245 1.565787 -1.132802 0.2 -0.1 -0.3
H -3.046503 -1.291242 -3.390167 0.0 0.0 0.0
```
Positions in Å, forces in eV/Å.

Properties
frontier orbital gap = 5.37 eV
energy above the lowest of the compared OMol25 structures with the same formula, charge and spin = 28.48 kJ/mol
charge = -1

Mulliken population analysis, charges in e, atoms 1 to 8:
1 K 1.29
2 S 0.88
3 P 1.12
4 O -0.68
5 O -0.91
6 O -0.75
7 N -0.26
8 N 0.78

> Look up the frontier orbital gap of the first one.

5.80 eV